P.
The following is a quantum chemistry calculation of a cluster of 2 separate species, CH5NO2Si in total, from the OMol25 dataset.

Values from the calculation:
* HOMO energy (spin up / spin down): -10.63 / -6.56 eV
* HOMO-LUMO gap (spin up / spin down): 10.52 / 4.37 eV
* LUMO (spin up / spin down): -0.109 / -2.184 eV

Geometry as ORCA input:
```
! wB97M-V def2-TZVPD RIJCOSX def2/J DEFGRID3
* xyz 0 1
Si 0.320 0.064 1.438
O 0.384 0.496 -1.743
O 1.561 1.482 -3.243
N 0.868 0.627 -2.853
C -1.219 -0.801 0.945
H 1.580 -0.521 1.053
H -0.784 -1.616 0.385
H -1.654 -1.245 1.801
H 0.649 1.463 1.794
H -1.705 0.051 0.425
*
```

---

Q.
The following is a quantum chemistry calculation of a structure of composition CH5NO2Si, from the OMol25 dataset.

Values from the calculation:
* HOMO energy: -9.25 eV
* HOMO-LUMO gap: 9.42 eV
* LUMO: 0.172 eV

Geometry as ORCA input:
```
! wB97M-V def2-TZVPD RIJCOSX def2/J DEFGRID3
* xyz 0 1
Si 0.050 -1.514 0.808
O -1.056 -0.830 -0.281
O -1.477 1.448 -0.138
N -0.720 0.517 0.088
C 0.378 0.409 0.708
H 0.749 1.282 1.188
H 1.116 1.501 -2.256
H -0.510 -1.665 2.101
H 0.964 -2.319 0.070
H 0.507 1.170 -2.287
*
```

---

Quick ranking, most stable first: Q, P.

---

P.
The following is a quantum chemistry calculation of a cluster of 2 separate species, C6H13N2O2 in total, from the OMol25 dataset.

Values from the calculation:
* HOMO energy: -13.71 eV
* HOMO-LUMO gap: 10.91 eV
* LUMO: -2.802 eV

Geometry as ORCA input:
```
! wB97M-V def2-TZVPD RIJCOSX def2/J DEFGRID3
* xyz 1 1
O -1.823 -0.140 0.733
O -0.929 -0.578 -1.329
N 2.479 0.666 2.205
N 1.443 0.224 0.383
C 3.391 0.831 1.192
C 1.295 0.297 1.709
C -1.884 -0.974 -0.368
C -2.248 1.182 0.437
C 2.729 0.548 0.027
C -1.001 -1.402 -2.476
H -1.682 -2.003 -0.014
H -1.990 -1.344 -2.960
H 0.685 -0.042 -0.272
H -0.239 -1.047 -3.190
H 3.069 0.552 -1.008
H -0.790 -2.457 -2.233
H -2.892 -0.968 -0.826
H -2.279 1.741 1.388
H 0.386 0.095 2.275
H -3.258 1.189 -0.008
H 2.668 0.805 3.214
H 4.423 1.131 1.373
H -1.557 1.696 -0.251
*
```

---

Q.
The following is a quantum chemistry calculation of the ion C6H13N2O2 with charge +1, from the OMol25 dataset.

Values from the calculation:
* SMILES string: COC(=[NH+]C1(N)CC1)OC
* HOMO energy: -13.13 eV
* HOMO-LUMO gap: 10.28 eV
* LUMO: -2.853 eV

Geometry as ORCA input:
```
! wB97M-V def2-TZVPD RIJCOSX def2/J DEFGRID3
* xyz 1 1
O -1.732 0.936 -0.164
O -2.266 -1.254 0.001
N 1.189 0.461 1.327
N -0.127 -0.912 -0.018
C 2.229 -0.142 -0.896
C -0.689 1.850 -0.411
C 2.632 -1.363 -0.071
C -3.662 -0.937 0.250
C -1.401 -0.300 -0.073
C 1.307 -0.499 0.241
H 1.928 -0.276 -1.869
H -0.625 2.292 -1.363
H 2.501 -2.342 -0.317
H 2.813 0.676 -0.801
H -3.956 -0.391 -0.620
H -4.251 -1.820 0.129
H 0.961 -0.068 2.178
H 0.265 1.467 -0.017
H -1.019 2.653 0.246
H -0.104 -1.872 0.269
H -3.856 -0.433 1.325
H 1.960 1.013 1.603
H 3.387 -1.382 0.672
*
```

---

Quick ranking, most stable first: P, Q.

---

P.
The following is a quantum chemistry calculation of a structure of composition C7H11N3O, from the OMol25 dataset.

Values from the calculation:
* HOMO energy: -8.85 eV
* HOMO-LUMO gap: 9.39 eV
* LUMO: 0.542 eV

Geometry as ORCA input:
```
! wB97M-V def2-TZVPD RIJCOSX def2/J DEFGRID3
* xyz 0 1
O 1.868 -0.003 2.749
N 2.588 -0.664 1.933
N -1.077 0.489 -0.752
N -1.398 -0.712 -0.983
C 0.778 -0.466 -0.104
C 0.095 0.722 -0.192
C 2.205 -0.787 0.782
C -0.255 -1.439 -0.663
C -2.289 1.355 -0.655
C 0.186 -2.816 -1.026
C 0.233 2.258 0.463
H 2.753 -1.208 -0.071
H -2.139 2.464 -1.001
H -2.697 0.738 -1.580
H 0.593 3.124 -0.127
H 1.053 2.234 1.305
H -1.116 2.330 0.759
H -3.202 1.033 0.368
H 0.965 0.396 2.180
H 0.631 -2.767 -2.293
H -0.976 -3.175 -0.929
H 1.200 -3.107 -0.164
*
```

---

Q.
The following is a quantum chemistry calculation of the molecule C7H11N3O, from the OMol25 dataset.

Values from the calculation:
* SMILES string: N#CC[C@@H](C#N)C[C@@H](O)CN
* HOMO energy: -9.76 eV
* HOMO-LUMO gap: 9.98 eV
* LUMO: 0.223 eV

Geometry as ORCA input:
```
! wB97M-V def2-TZVPD RIJCOSX def2/J DEFGRID3
* xyz 0 1
O 0.253 1.423 -1.178
N -1.129 -3.655 0.407
N -3.280 0.805 1.393
N 0.755 1.507 1.438
C 1.749 0.773 0.661
C -0.925 -2.536 0.265
C -1.924 -0.406 -0.476
C 1.211 0.449 -0.752
C -0.652 -1.104 0.085
C 0.593 -0.944 -0.807
C -2.685 0.273 0.572
H 2.050 0.467 -1.454
H 1.356 -1.633 -0.435
H 0.371 -1.230 -1.839
H 0.683 2.051 -1.763
H -2.582 -1.146 -0.934
H 0.415 2.306 0.918
H -0.431 -0.694 1.074
H 1.171 1.857 2.293
H -1.651 0.325 -1.234
H 1.931 -0.166 1.193
H 2.721 1.278 0.573
*
```

---

Quick ranking, most stable first: Q, P.